Record 1
{
  "formula": "C5H12NO",
  "method": "ωB97M-V with the def2-TZVPD basis set",
  "species": ["C", "C", "C", "C", "C", "N", "H", "H", "H", "H", "H", "H", "H", "H", "H", "H", "H", "H", "O"],
  "xyz": [[-1.49643, 1.51999, 1.36654], [-0.50041, 1.49510, 0.20632], [-0.27237, 0.16772, -0.42757], [-0.44236, -0.16802, -1.69784], [-0.15445, -2.03471, 0.62153], [0.21617, -0.82110, 0.52162], [-2.45665, 1.05934, 1.17327], [-1.70193, 2.56858, 1.58759], [-1.10640, 1.08416, 2.28205], [0.45210, 1.89019, 0.55018], [-0.86972, 2.20151, -0.53410], [-0.65388, 0.65285, -2.36870], [-0.43219, -1.20145, -2.01312], [0.18896, -2.64027, 1.45092], [-0.50861, -2.55307, -0.26320], [0.92877, -0.51747, 1.18822], [3.52358, -0.47472, -0.92510], [2.57743, -1.22282, -1.82543], [2.70839, -1.00580, -0.89319]],
  "mulliken_charge": [-1.138, -0.622, 0.747, -1.023, -0.130, 0.087, 0.339, 0.361, 0.330, 0.305, 0.369, 0.293, 0.217, 0.285, 0.223, 0.339, 0.322, 0.315, -0.616],
  "e_above_lowest_kcal_mol": 34.6,
  "multiplicity": 1,
  "energy_ev": -8909.12708,
  "mol_weight_g_mol": 102.16,
  "total_charge": 1,
  "homo_ev": -14.31
}



Record 2
{
  "formula": "C3H9OS",
  "method": "ωB97M-V with the def2-TZVPD basis set",
  "species": ["C", "O", "H", "H", "H", "C", "S", "C", "H", "H", "H", "H", "H", "H"],
  "xyz": [[1.22892, -2.31010, -1.52521], [1.45819, -3.01596, -2.76868], [0.37953, -1.65523, -1.53511], [1.13273, -3.08804, -0.78301], [2.09628, -1.68205, -1.29660], [-1.96400, 2.41889, 1.77397], [-1.55536, 0.89595, 0.76010], [0.17713, 0.74014, 0.77853], [-1.37021, 3.20970, 1.32765], [-1.71301, 2.24633, 2.81993], [-3.02810, 2.62818, 1.60194], [0.73535, 1.63708, 0.49008], [1.86107, -2.38235, -3.37238], [0.56149, 0.35746, 1.72878]],
  "mulliken_charge": [-0.431, -0.541, 0.189, 0.219, 0.240, -0.829, -0.292, -0.732, 0.206, 0.227, 0.256, 0.110, 0.291, 0.088],
  "e_above_lowest_kcal_mol": 70.5,
  "multiplicity": 1,
  "energy_ev": -16137.99734,
  "mol_weight_g_mol": 93.17,
  "total_charge": -1,
  "homo_ev": -1.64
}



What is the multiplicity in the first record? 1



What is the multiplicity in the second record? 1